Below is a 7-piece molecular cluster, C6H26NO6 overall in a non-equilibrium geometry, with properties calculated with ωB97M-V/def2-TZVPD.

## Properties
highest occupied orbital energy: -12.507 eV
total charge: +1
calculated total energy: -20409.5751 eV
strongest force on any atom: 0.097 Eh/bohr
E_LUMO: -3.040 eV

Atoms and positions in Å:
1 H 1.9425 -2.9583 -2.2537
2 H 1.8708 -0.2547 -1.1134
3 O 1.0286 1.2018 3.4632
4 H -0.5666 0.7741 -0.1869
5 O -1.9151 -0.4746 1.6305
6 H -1.2143 -1.4916 -1.8460
7 H -0.5809 1.0139 -3.3826
8 H -0.7103 -3.1297 -0.4864
9 H -2.6402 1.7302 -1.4320
10 O 0.8410 -1.5233 3.1128
11 H 0.2786 1.4195 4.0163
12 H -0.4476 2.1410 2.5619
13 H -2.0689 0.4264 2.0843
14 C -2.4579 0.8833 -2.1588
15 H 0.3493 -1.1518 -2.6617
16 C 1.8419 1.1879 0.5028
17 C 1.4025 0.8073 -0.8892
18 H 2.2867 1.5054 -1.4342
19 H 3.5724 -0.0087 0.2656
20 C 3.0243 0.7768 0.9400
21 H -1.3804 -0.8875 2.2681
22 O -1.3510 -2.4022 -0.3841
23 H 1.2481 -1.6280 2.1982
24 H 1.3720 2.0406 1.2022
25 H 3.5276 0.9955 1.8142
26 H -1.1318 -1.0231 -3.3884
27 H -3.1536 1.0629 -3.1546
28 H 1.7223 -1.3693 3.6521
29 H -1.6035 3.1024 2.2621
30 H -1.3846 -1.7262 0.3341
31 H -3.0901 0.0629 -1.6396
32 C -0.0302 1.1275 -1.0746
33 C -0.9368 0.5881 -2.3048
34 H 0.7695 0.5297 2.8474
35 H 0.7467 -3.7415 -2.6248
36 N -0.7318 -0.8445 -2.5505
37 H -0.0530 2.1279 -0.7428
38 O 0.9844 -3.1034 -2.0423
39 O -1.3607 2.2133 2.5956

natural (NBO) atomic charge list, values in e, 8 entries: 0.494, 0.206, -0.957, 0.237, -0.995, 0.478, 0.213, 0.520



Below is a 6-piece molecular cluster, C6H26NO8 overall in a non-equilibrium geometry, with properties calculated with ωB97M-V/def2-TZVPD.

## Properties
highest occupied orbital energy: -12.818 eV
total charge: +1
calculated total energy: -24505.9977 eV
strongest force on any atom: 0.062 Eh/bohr
E_LUMO: -2.574 eV

Atoms and positions in Å:
1 O 1.8249 0.2356 -0.4338
2 H -0.2605 -0.0610 1.4573
3 H -1.1040 1.0344 -2.8658
4 H 2.6189 -0.1512 -0.0576
5 H -0.2123 -2.9311 0.2191
6 H 2.4802 -4.1880 0.8164
7 O 0.5015 2.9820 1.5486
8 O -2.1177 2.5256 0.1430
9 H 0.9664 2.0586 -1.8554
10 C 0.8851 1.1552 -2.4599
11 O -3.1127 -0.8596 -0.5477
12 H -2.0160 3.6708 1.7611
13 H -3.7519 -0.1541 -0.6474
14 C 1.9123 0.2524 -1.8410
15 H 1.8589 -0.7809 -2.1838
16 H -3.4476 -1.5666 -1.0993
17 O 0.0711 -4.0660 -1.2047
18 H -1.0694 1.0806 0.5565
19 H 1.2586 -2.4204 -0.4241
20 H 0.3342 -1.0838 3.4480
21 H 0.8632 -3.9167 2.7172
22 H 1.4360 3.1161 1.3744
23 O 1.2423 -3.3706 2.0246
24 O 0.5475 -0.8106 2.5558
25 H 0.9323 -1.5886 2.1521
26 H 1.1205 1.2974 -3.5146
27 C -1.7320 3.7317 0.7105
28 C 0.6951 -3.3333 -0.2313
29 H 0.1571 4.8399 1.0184
30 C -0.2343 3.8765 0.6916
31 H 2.9504 0.4968 -2.0662
32 H 0.0312 0.0900 -0.0763
33 O -0.4081 0.5789 -2.3865
34 H -1.4644 -0.5070 0.3041
35 C 1.3920 -4.1488 0.8664
36 H 0.9756 -5.1376 1.0590
37 H -2.8457 2.7498 -0.4413
38 H -0.3211 -3.3518 -1.7123
39 H -2.3003 4.6060 0.3932
40 N -0.7317 0.1292 0.5844
41 H 0.0742 3.9201 -0.3529

natural (NBO) atomic charge list, values in e, 8 entries: -0.756, 0.449, 0.490, 0.495, 0.146, 0.184, -0.730, -0.742



> The lowest calculated total energy belongs to which entry?

C6H26NO8



> E_LUMO of number 2 (C6H26NO8)?

-2.574 eV